{"formula": "C4H6N2O", "method": "ωB97M-V/def2-TZVPD", "species": ["H", "N", "C", "O", "C", "C", "C", "N", "H", "H", "H", "H", "H"], "positions_angstrom": [[0.80493, -2.67818, 1.21652], [0.69853, -1.75077, 0.81426], [0.19481, -0.95732, 1.66103], [-0.05017, 0.33728, 1.40769], [0.34813, 0.83023, 0.12992], [-0.60818, 0.33717, -0.96172], [-0.48322, 1.12686, -2.18719], [-0.41451, 1.78079, -3.13873], [-0.10805, -1.18627, 2.68654], [1.37528, 0.51839, -0.08099], [0.30343, 1.91773, 0.22066], [-0.42498, -0.72199, -1.16536], [-1.63601, 0.44608, -0.60263]], "atomic_forces_ev_per_a": [[0.0, 0.1, 0.0], [-0.1, 0.2, 0.3], [0.1, -0.2, -0.1], [0.0, -0.1, 0.1], [0.1, 0.1, -0.1], [0.0, 0.0, 0.1], [0.0, 0.6, -0.8], [0.0, -0.6, 0.9], [0.1, 0.0, -0.1], [-0.1, 0.0, 0.0], [0.0, -0.2, 0.0], [0.0, 0.2, 0.0], [0.1, 0.0, 0.0]], "largest_force_ha_per_bohr": 0.022, "smiles": "[H]/N=C/OCCC#N", "relative_energy_kj_mol": 124.8}